# 1
# C46H34BClF2N2O2PRu

A molecular structure, C46H34BClF2N2O2PRu (ωB97M-V/def2-TZVPD, the Open Molecules 2025 dataset).

Summary:
F_max (eV/A): 0.48
E_LUMO (alpha / beta) (Ha): -0.026 / -0.028
HOMO (alpha / beta) (Eh): -0.2262 / -0.2650
Molar mass (g/mol): 863.09
Orbital gap (alpha / beta) (Eh): 0.2005 / 0.2365
Multiplicity: 2
ΔE to the lowest compared entry with this formula, charge and spin (kcal/mol): 32.5
Total energy (eV): -85836.033

The geometry in XYZ format:
```
90
Properties=species:S:1:pos:R:3:forces:R:3
Ru 0.725 -1.070 -0.453 -0.0428 0.2082 -0.1265
Cl 3.544 0.841 -0.112 -0.0159 -0.0191 0.0253
C 1.128 1.804 0.897 -0.0340 -0.0139 0.0523
C 1.441 2.820 1.745 -0.0064 -0.0326 0.0238
C 0.471 3.823 1.951 -0.0106 0.0072 0.0011
C -0.679 3.886 1.121 0.0157 0.0071 0.0025
C -0.976 2.937 0.188 0.0097 0.0120 0.0090
C -0.197 1.682 0.172 0.0114 -0.0119 0.0111
P -0.993 0.031 0.641 -0.0273 0.0314 0.0531
C -1.409 0.018 2.434 -0.0367 -0.0130 0.0077
C -0.651 0.665 3.405 0.0054 0.0053 -0.0252
C -1.037 0.638 4.740 0.0168 -0.0018 0.0077
C -2.164 -0.061 5.134 0.0030 -0.0150 0.0004
C -2.908 -0.743 4.181 0.0067 -0.0065 0.0030
C -2.540 -0.698 2.847 0.0003 0.0112 -0.0218
C -2.716 0.067 0.021 0.0175 0.0488 -0.0535
C -3.246 -1.003 -0.690 0.0085 -0.0119 0.0083
C -4.583 -1.016 -1.065 0.0041 0.0078 0.0021
C -5.402 0.055 -0.746 0.0016 -0.0004 -0.0056
C -4.886 1.128 -0.028 0.0012 -0.0114 -0.0008
C -3.559 1.124 0.369 -0.0094 0.0042 0.0006
H 2.439 2.910 2.159 -0.0028 0.0018 0.0012
H 0.663 4.628 2.648 -0.0020 -0.0008 0.0004
H -1.321 4.755 1.204 -0.0010 0.0009 0.0033
H -1.816 3.055 -0.484 0.0334 0.0152 0.0041
H 0.236 1.210 3.126 0.0288 0.0303 -0.0148
H -0.443 1.171 5.474 -0.0003 -0.0013 -0.0012
H -2.457 -0.093 6.175 0.0078 -0.0027 -0.0002
H -3.779 -1.313 4.478 -0.0041 0.0016 -0.0056
H -3.146 -1.224 2.120 0.0035 0.0020 0.0055
H -2.622 -1.846 -0.948 0.0162 -0.0192 -0.0053
H -4.978 -1.865 -1.608 -0.0013 0.0008 -0.0003
H -6.443 0.052 -1.044 -0.0008 0.0010 -0.0003
H -5.524 1.960 0.239 -0.0013 0.0005 0.0007
H -3.180 1.939 0.972 -0.0231 -0.0305 0.0067
O 0.843 -2.349 7.370 0.0017 -0.0031 -0.0014
C -0.039 -2.594 6.374 -0.0054 0.0151 0.0068
O -1.164 -2.908 6.639 0.0002 0.0024 -0.0029
C 0.465 -2.449 4.972 -0.0182 -0.0037 -0.0067
C -0.294 -3.027 3.958 -0.0047 -0.0051 0.0142
C 0.091 -2.912 2.636 -0.0205 0.0291 -0.0025
C 1.248 -2.211 2.333 0.0029 0.0199 -0.0372
C 2.007 -1.608 3.326 -0.0003 0.0027 0.0268
C 1.611 -1.730 4.647 0.0145 0.0052 -0.0013
N 1.666 -2.098 0.974 -0.0401 -0.0699 -0.0029
C 2.844 -2.553 0.695 0.0557 0.0105 -0.0035
C 3.281 -2.440 -0.675 0.0008 -0.0067 0.0367
C 4.492 -2.923 -1.155 0.0066 -0.0081 0.0083
C 4.777 -2.779 -2.497 0.0005 -0.0059 -0.0162
C 3.827 -2.189 -3.325 0.0045 -0.0084 0.0099
C 2.639 -1.749 -2.779 0.0106 -0.0184 0.0122
N 2.374 -1.842 -1.472 0.0129 -0.0440 -0.0754
H 1.729 -2.225 7.011 -0.0021 0.0000 0.0017
H -1.197 -3.556 4.228 0.0037 -0.0049 0.0009
H -0.493 -3.342 1.832 0.0072 -0.0079 0.0024
H 2.873 -1.018 3.052 -0.0025 0.0033 0.0100
H 2.184 -1.208 5.404 0.0012 -0.0038 0.0000
H 3.455 -3.027 1.455 0.0067 -0.0097 -0.0168
H 5.188 -3.396 -0.475 -0.0014 0.0035 0.0025
H 5.716 -3.132 -2.901 0.0015 0.0025 0.0012
H 3.999 -2.068 -4.385 -0.0067 -0.0019 -0.0017
H 1.864 -1.309 -3.385 0.0061 0.0193 -0.0180
C 1.788 0.897 -0.015 -0.0265 0.0505 -0.0947
C 0.737 1.197 -1.013 0.0781 0.3152 0.3025
C 0.543 1.294 -2.353 0.0118 -0.4776 -0.0658
C 1.633 1.309 -3.361 -0.0472 -0.0036 -0.0187
C 1.399 0.780 -4.634 -0.0092 -0.0037 -0.0016
C 2.391 0.790 -5.600 0.0061 0.0001 0.0085
C 3.631 1.352 -5.317 0.0040 -0.0024 -0.0061
C 3.858 1.919 -4.073 -0.0101 0.0008 0.0084
C 2.863 1.908 -3.104 0.0148 -0.0172 0.0032
C -0.802 1.658 -2.881 -0.0527 0.0571 0.0287
C -1.025 2.977 -3.284 -0.0130 0.0018 0.0465
C -2.267 3.367 -3.753 -0.0099 -0.0002 -0.0077
C -3.299 2.439 -3.847 0.0061 0.0004 -0.0004
C -3.074 1.122 -3.484 0.0056 -0.0105 0.0026
C -1.827 0.732 -3.007 0.0261 -0.0255 -0.0919
H 0.429 0.350 -4.857 0.0103 -0.0033 -0.0045
H 2.195 0.367 -6.577 -0.0020 0.0014 0.0002
H 4.406 1.367 -6.073 0.0004 -0.0009 0.0000
H 4.810 2.387 -3.855 0.0003 0.0004 0.0031
H 3.036 2.380 -2.148 0.0036 0.0056 -0.0145
H -0.220 3.698 -3.208 -0.0006 0.0009 0.0087
H -2.434 4.396 -4.046 -0.0017 0.0003 0.0000
H -4.271 2.743 -4.213 0.0000 0.0003 -0.0008
H -3.867 0.390 -3.567 -0.0023 -0.0011 -0.0008
H -1.629 -0.301 -2.753 -0.0258 -0.0163 0.0420
F -0.942 -3.669 -0.448 0.0203 -0.0018 0.0070
B -0.388 -2.651 -1.161 0.0273 0.0235 -0.0749
F -0.651 -2.823 -2.486 -0.0214 -0.0112 0.0048
```
Forces are in eV/Å.

---

# 2
# C12H10O3

A single C12H10O3 molecule at a distorted geometry (ωB97M-V/def2-TZVPD, the Open Molecules 2025 dataset).

Summary:
F_max (eV/A): 2.71
E_LUMO (Ha): 0.024
HOMO (Eh): -0.3163
Molar mass (g/mol): 202.21
Orbital gap (Eh): 0.3403
SMILES: Oc1ccccc1Oc1ccccc1O
ΔE to the lowest compared entry with this formula, charge and spin (kcal/mol): 33.3
Total energy (eV): -18747.661

The geometry in XYZ format:
```
25
Properties=species:S:1:pos:R:3:forces:R:3
O -1.519 -2.670 -0.856 0.6896 1.4066 0.1835
C -1.994 -1.436 -0.462 -1.1401 0.8141 0.8140
C -3.382 -1.236 -0.107 1.2673 -0.8613 -0.9707
C -3.869 0.004 0.283 1.2815 0.8044 0.5033
C -2.967 1.111 0.353 -0.3384 -0.3115 0.5562
C -1.648 0.950 -0.050 0.4630 -0.4041 0.3410
C -1.149 -0.313 -0.378 -0.7054 -0.5094 -1.2135
O 0.098 -0.483 -0.993 1.5084 0.1572 0.8974
C 1.299 -0.131 -0.272 -0.5940 0.2272 0.2288
C 1.401 -0.224 1.114 -0.4935 0.0190 -1.0815
C 2.572 0.212 1.729 -1.4651 0.3167 1.4798
C 3.576 0.775 0.967 0.3849 0.0772 0.1620
C 3.526 0.855 -0.419 0.5352 0.7240 -0.4278
C 2.355 0.398 -1.039 -0.1954 -0.4420 -0.3280
O 2.228 0.431 -2.388 -2.1847 -0.7425 -0.8365
H -0.550 -2.510 -1.009 -1.1009 -0.3738 0.0359
H -4.015 -2.115 -0.268 0.0291 0.4029 0.3559
H -4.886 0.163 0.651 0.2698 -0.3236 -0.3818
H -3.260 2.058 0.852 -0.0005 -0.6799 -0.8046
H -0.907 1.750 -0.069 -0.4001 0.0633 0.1419
H 0.496 -0.550 1.635 0.5162 0.0226 0.1824
H 2.494 0.300 2.852 0.7389 -0.2597 -1.3827
H 4.414 1.211 1.477 0.3404 0.0507 0.1078
H 4.390 1.394 -0.965 -1.7885 -1.2123 0.6529
H 1.298 0.055 -2.638 2.3823 1.0341 0.7842
```
Forces are in eV/Å.

---

# 3
# C3H4CdO3

A molecular structure, C3H4CdO3 at a distorted geometry (ωB97M-V/def2-TZVPD, the Open Molecules 2025 dataset).

Summary:
Net charge: -1
F_max (eV/A): 3.77
E_LUMO (alpha / beta) (Ha): 0.134 / 0.134
HOMO (alpha / beta) (Eh): -0.0790 / -0.0957
Molar mass (g/mol): 200.47
Orbital gap (alpha / beta) (Eh): 0.2134 / 0.2301
Multiplicity: 2
ΔE to the lowest compared entry with this formula, charge and spin (kcal/mol): 17.4
Total energy (eV): -13878.531

The geometry in XYZ format:
```
11
Properties=species:S:1:pos:R:3:forces:R:3
O 0.330 -0.626 -1.303 0.6529 -0.2118 -0.7879
C -0.667 -0.452 -0.426 -0.2578 -0.1343 -0.4257
O -1.770 -0.184 -0.960 1.1176 0.0288 -1.9629
Cd -2.197 -0.264 1.106 -1.4371 -2.5879 2.3415
O -1.997 1.671 1.573 0.3576 2.7563 0.6202
C -0.994 2.437 1.473 -0.1878 0.0508 0.1880
H -0.056 1.798 1.298 0.0414 -0.1075 -0.1178
C 1.593 -1.018 -0.783 -0.0863 0.1251 0.1995
H 1.478 -1.452 0.219 0.0265 0.1320 -0.1982
H 2.260 -0.146 -0.733 -0.1217 -0.2016 0.0196
H 2.021 -1.763 -1.464 -0.1053 0.1503 0.1235
```
Forces are in eV/Å.

---

# 4
# C14H16O2

2 unconnected molecules or ions with the total composition C14H16O2 at a distorted geometry (ωB97M-V/def2-TZVPD, the Open Molecules 2025 dataset).

Summary:
Net charge: -1
F_max (eV/A): 1.68
E_LUMO (alpha / beta) (Ha): 0.108 / 0.107
HOMO (alpha / beta) (Eh): 0.0188 / -0.1537
Molar mass (g/mol): 216.28
Orbital gap (alpha / beta) (Eh): 0.0889 / 0.2609
Multiplicity: 2
ΔE to the lowest compared entry with this formula, charge and spin (kcal/mol): 1.3
Total energy (eV): -18871.099

The geometry in XYZ format:
```
32
Properties=species:S:1:pos:R:3:forces:R:3
C -1.554 0.681 5.637 -0.7101 0.7805 -0.4452
C 0.216 0.650 2.243 -0.0991 -0.2289 0.1230
C -0.692 0.998 3.265 -1.0799 0.3370 1.2452
C 0.691 -0.640 2.253 0.7335 0.1999 -0.1224
C -0.808 0.209 4.420 0.8618 -0.4006 -0.0256
C 0.577 -1.504 3.339 -0.5114 0.4164 -0.3758
C -0.065 -0.957 4.482 -0.2869 -0.4452 0.6387
O 1.441 -1.076 1.148 0.0979 -0.3652 -0.8356
H 0.552 1.418 1.569 -0.1040 -0.2643 -0.6777
H -1.329 1.878 3.232 0.3181 0.1995 -0.2592
H 0.979 -1.864 0.794 0.2312 0.0971 0.4415
H 1.063 -2.464 3.364 0.1847 -0.0667 -0.1187
H -1.781 -0.105 6.355 0.3361 -0.0417 0.1026
H -2.528 1.114 5.358 0.0344 -0.2150 -0.1742
H 0.038 -1.503 5.416 -0.3202 0.0041 0.0708
H -1.054 1.538 6.096 0.2469 -0.2397 0.3252
C -0.685 -0.253 -5.913 1.0723 -0.3038 -0.9354
C 0.952 0.514 -2.051 -0.2144 0.0566 0.4502
C 1.439 1.230 -3.138 0.0770 -1.1480 -0.4382
C -0.097 -0.406 -2.207 0.6550 -0.5292 0.2053
C 0.929 0.904 -4.396 0.0487 -0.1082 0.0235
C -0.480 -0.813 -3.468 0.2524 1.0219 -0.3721
C 0.026 -0.132 -4.591 -1.0879 0.4634 0.3615
O 1.474 0.733 -0.828 0.3648 0.0962 -0.2584
H 1.426 -0.059 -0.234 -0.1849 0.4350 0.1893
H 2.350 1.798 -3.022 -0.2031 0.5310 0.0786
H -0.469 -0.859 -1.294 -0.1554 -0.0992 -0.1551
H 1.203 1.453 -5.286 0.3616 0.1926 0.0008
H -1.244 -1.552 -3.627 -0.2164 -0.2771 0.1426
H -1.313 -1.117 -5.970 -0.7914 -0.4507 0.3560
H -0.008 -0.450 -6.759 0.2124 0.3524 0.2308
H -1.251 0.637 -6.187 -0.1238 -0.0002 0.2080
```
Forces are in eV/Å.

---

# 5
# C20H21ClNO6PS

A single C20H21ClNO6PS molecule at a distorted geometry (ωB97M-V/def2-TZVPD, the Open Molecules 2025 dataset).

Summary:
F_max (eV/A): 1.38
E_LUMO (Ha): -0.022
HOMO (Eh): -0.3506
Molar mass (g/mol): 469.88
Orbital gap (Eh): 0.3284
SMILES: CCOP(=O)(OCC)[C@]1(NS(=O)(=O)c2ccccc2)C=C(Cl)C(=O)c2ccccc21
ΔE to the lowest compared entry with this formula, charge and spin (kcal/mol): 13.2
Total energy (eV): -67504.102

The geometry in XYZ format:
```
51
Properties=species:S:1:pos:R:3:forces:R:3
C -2.677 -1.902 -2.963 0.2430 0.1041 0.3029
C -1.524 -2.043 -1.988 -0.2098 -0.5152 -0.4002
O -1.190 -0.734 -1.506 0.5992 0.5393 0.4318
P 0.212 -0.505 -0.754 -0.8805 -0.0726 -1.0606
O 1.048 -1.693 -0.631 0.0200 -0.3429 0.2482
O 0.914 0.622 -1.602 -0.1488 -0.4611 0.2919
C 0.267 1.756 -2.189 -0.1542 0.4476 -0.3830
C 0.555 1.764 -3.680 -0.0418 -0.1344 0.4064
C -0.375 0.168 0.916 0.3271 -0.3239 -1.1868
N 0.791 0.472 1.695 0.7071 0.2872 0.1356
S 2.224 1.186 1.198 0.1479 0.4963 0.7221
O 2.001 2.234 0.241 0.1737 -0.3874 -0.1030
O 2.820 1.568 2.447 -0.0154 -0.3154 0.1104
C 3.172 -0.130 0.481 -0.1768 0.4435 0.1451
C 3.380 -1.265 1.236 0.1026 -0.1872 0.1064
C 4.133 -2.296 0.703 -0.0810 0.0950 0.1484
C 4.671 -2.171 -0.569 -0.0054 0.0256 -0.0716
C 4.471 -1.015 -1.306 0.0278 0.0236 0.0205
C 3.717 0.020 -0.777 0.0411 0.1690 -0.0996
C -1.038 -1.058 1.448 -0.5326 -0.2223 0.1608
C -2.315 -1.334 1.175 0.3204 -0.2947 0.3923
Cl -3.058 -2.798 1.698 0.0403 -0.0795 0.0029
C -3.175 -0.414 0.396 -0.1978 -0.0107 -0.1642
O -4.215 -0.760 -0.121 0.2231 0.0387 0.1917
C -2.674 0.973 0.372 -0.0139 0.6564 -0.1198
C -3.575 1.994 0.067 0.0724 -0.2693 0.0315
C -3.177 3.314 0.115 0.0600 0.0604 -0.0214
C -1.873 3.623 0.474 -0.0241 -0.0414 0.0067
C -0.962 2.618 0.751 0.0044 -0.0580 0.0524
C -1.347 1.284 0.689 -0.4589 0.3190 0.0371
H -3.540 -1.482 -2.452 -0.1009 0.0040 -0.0148
H -2.400 -1.246 -3.784 0.0283 0.0315 -0.1260
H -2.938 -2.879 -3.358 -0.0447 -0.1068 -0.0643
H -0.642 -2.483 -2.459 -0.1043 0.0189 0.0566
H -1.809 -2.674 -1.142 0.0506 0.0386 -0.0002
H -0.810 1.707 -2.008 0.0755 0.0607 0.0207
H 0.688 2.637 -1.697 -0.1527 -0.1239 -0.0447
H 0.109 2.645 -4.133 -0.0375 0.0926 -0.0745
H 1.628 1.778 -3.853 0.1132 0.0325 -0.0581
H 0.139 0.873 -4.145 -0.0471 -0.0517 -0.0890
H 0.610 0.710 2.659 0.1350 0.0865 0.1521
H 2.947 -1.328 2.221 -0.0386 -0.1234 0.1312
H 4.295 -3.198 1.273 0.0049 -0.0576 0.0597
H 5.250 -2.980 -0.987 0.0438 -0.0616 -0.0340
H 4.896 -0.922 -2.293 0.0284 0.0237 -0.0712
H 3.535 0.932 -1.320 -0.0036 0.0490 -0.1324
H -0.408 -1.744 1.994 0.0177 -0.1263 -0.0280
H -4.587 1.720 -0.192 -0.0791 -0.0185 -0.0105
H -3.879 4.101 -0.114 -0.0679 0.0657 -0.0096
H -1.559 4.654 0.536 0.0362 0.1023 0.0055
H 0.057 2.867 1.000 -0.0266 0.0738 -0.0034
```
Forces are in eV/Å.

---

# 6
# H5ISi2

2 unconnected molecules or ions with the total composition H5ISi2 at a distorted geometry (ωB97M-V/def2-TZVPD, the Open Molecules 2025 dataset).

Summary:
F_max (eV/A): 4.22
E_LUMO (Ha): -0.028
HOMO (Eh): -0.3320
Molar mass (g/mol): 188.12
Orbital gap (Eh): 0.3044
ΔE to the lowest compared entry with this formula, charge and spin (kcal/mol): 69.0
Total energy (eV): -23933.796

The geometry in XYZ format:
```
8
Properties=species:S:1:pos:R:3:forces:R:3
Si 0.067 1.171 0.350 0.8820 2.7443 1.4976
Si -0.184 -1.059 0.093 0.9427 -1.8352 -3.6842
I -2.269 -1.659 -1.157 0.5294 0.2485 0.5420
H -0.313 1.752 1.842 0.4493 -0.9189 -1.9135
H 1.522 1.407 0.046 -0.1275 -0.4301 0.6667
H -0.322 2.218 -0.662 -0.7856 -0.8237 0.1920
H 0.088 -2.136 1.024 0.0198 0.0569 0.6260
H 1.411 -1.694 -1.537 -1.9102 0.9581 2.0734
```
Forces are in eV/Å.